96
Properties=species:S:1:pos:R:3:forces:R:3 method="wB97M-V/def2-TZVPD" charge=-1 e_above_lowest_ev=1.896 gap_ev=8.67
Cl -10.173767 -15.232889 25.396203 2.09 2.09 0.62
O -9.663132 -15.765660 24.188499 0.16 -1.03 -1.86
O -9.238847 -15.513567 26.436583 0.67 -0.31 0.96
O -10.314485 -13.813055 25.250164 0.01 1.04 -0.23
O -11.421105 -15.750962 25.735660 -3.05 -1.77 0.36
C -12.043186 -20.315588 29.299854 -0.91 0.33 1.49
O -11.676387 -19.804081 30.602355 -0.16 -0.39 0.63
C -12.675991 -19.961971 31.705325 0.61 -0.75 -2.51
C -13.256463 -21.441139 31.844573 0.47 0.35 1.31
N -13.213696 -22.029521 33.212301 -0.11 0.39 -0.09
C -11.861914 -22.394897 33.652430 -0.69 0.26 -0.81
C -11.946128 -22.944019 35.055812 0.57 -0.62 1.79
O -12.170976 -21.921577 36.040331 0.42 0.40 -1.05
C -11.875101 -22.234623 37.399005 -1.51 0.57 -1.03
H -13.044996 -19.923405 29.124739 -0.20 -0.16 -0.58
H -12.073537 -21.405092 29.311697 0.00 -0.10 -0.10
H -11.376650 -19.985352 28.503124 0.21 0.25 0.49
H -13.500782 -19.285415 31.481484 -0.28 -0.02 -0.18
H -12.175114 -19.493819 32.552708 0.12 -0.76 0.24
H -12.783835 -22.216954 31.242216 0.68 0.50 -0.27
H -14.272925 -21.478324 31.452761 -0.21 0.31 0.40
H -13.491610 -21.384608 33.938208 -0.75 0.43 -0.24
H -11.207262 -21.526834 33.575000 0.41 0.08 0.41
H -11.519276 -23.085010 32.881433 0.38 -0.55 0.51
H -11.067836 -23.470911 35.428751 0.70 -0.01 -0.70
H -12.714065 -23.705121 35.194059 -0.54 0.03 -0.56
H -10.876234 -22.617844 37.607616 0.13 0.09 -0.24
H -12.650778 -22.925315 37.729699 0.18 -0.35 0.44
H -12.088189 -21.261988 37.842470 0.47 -0.25 0.64
C -16.269549 -13.584450 30.260917 -0.78 0.29 -0.30
O -15.695451 -13.192290 29.019441 -0.76 0.61 1.97
C -14.282246 -13.179810 29.118758 -0.14 0.15 -2.59
C -13.775137 -12.020408 28.200002 -1.36 0.28 2.56
N -14.213905 -10.682446 28.805444 0.89 -1.42 -1.15
C -13.713140 -9.688788 27.904358 0.26 2.69 -0.83
C -14.060177 -9.689193 26.371689 -0.02 0.10 1.00
O -13.599460 -8.449232 25.799012 1.45 -1.70 0.74
C -13.920889 -8.210144 24.459930 -1.33 1.79 0.15
H -16.021581 -12.999035 31.146291 0.56 0.75 -0.24
H -16.002013 -14.591863 30.579764 -0.19 -0.45 -0.49
H -17.341036 -13.429664 30.134248 -0.08 -0.57 0.04
H -14.078101 -14.128799 28.622930 1.23 -0.17 0.33
H -13.929741 -13.144565 30.149579 0.11 0.25 -0.12
H -14.229552 -12.048306 27.209627 0.33 -0.85 0.01
H -12.686655 -12.077855 28.201806 -0.03 0.29 -0.37
H -15.220963 -10.607603 28.787208 -0.27 -0.51 0.08
H -12.630037 -9.615646 28.002564 0.16 -0.24 -0.16
H -14.056829 -8.691745 28.179821 -0.12 0.10 0.60
H -15.141231 -9.688270 26.232320 -0.29 -0.45 0.03
H -13.613378 -10.626337 26.039657 0.14 0.42 -1.26
H -13.459004 -7.269398 24.160367 0.85 -0.25 0.04
H -14.942025 -7.831778 24.507056 -0.78 -0.62 -0.62
H -13.796805 -8.939044 23.659044 0.24 -0.52 0.54
C -8.549283 -20.374060 22.094262 -0.37 -0.34 1.17
O -8.218827 -21.598818 22.767104 0.25 -0.49 -0.88
C -8.047177 -21.501454 24.177302 -0.84 0.55 -0.29
C -8.144868 -22.912473 24.852566 -0.93 2.29 0.40
N -7.275323 -23.799660 24.227968 1.19 -2.51 -0.58
C -5.848104 -23.708640 24.526672 -0.77 1.74 -0.06
C -5.353992 -24.073498 25.899690 -0.26 -0.83 0.32
O -4.051111 -23.550272 25.983140 0.70 -0.57 1.01
C -3.464959 -23.943913 27.226648 0.23 -0.04 -0.39
H -7.841596 -19.564341 22.272187 0.52 -0.19 -0.15
H -9.473066 -19.997769 22.533730 -0.37 0.04 -0.18
H -8.695520 -20.565147 21.031149 0.19 -0.13 0.19
H -8.824957 -20.801412 24.482432 -0.13 -0.07 0.78
H -7.089889 -21.009093 24.348410 0.23 -0.11 0.36
H -9.131735 -23.361035 24.738626 -0.37 0.55 0.08
H -7.963667 -22.782408 25.919496 0.07 -0.07 0.08
H -7.478472 -23.598770 23.259219 0.75 -0.63 -0.49
H -5.649469 -22.642506 24.636248 0.71 0.49 -0.94
H -5.264333 -24.142160 23.714679 0.01 -0.02 0.24
H -5.334530 -25.132820 26.155778 -0.09 -0.39 -0.27
H -5.936016 -23.588042 26.683063 -0.49 0.08 0.01
H -4.169613 -23.947345 28.058252 -0.20 0.99 0.14
H -2.580175 -23.322235 27.363602 -0.28 0.08 0.32
H -3.145906 -24.983942 27.294921 0.25 -0.38 -0.85
C -7.320168 -11.807661 20.745144 -0.96 -0.14 0.40
O -6.776753 -11.298527 19.815259 1.99 0.72 -2.72
N -7.972538 -11.072263 21.602836 -1.84 2.95 2.80
N -7.437245 -13.098724 20.966122 0.73 -3.52 -0.53
H -8.434365 -11.391986 22.442243 0.17 -0.07 -0.28
H -7.937073 -10.078101 21.428222 -0.05 -0.28 0.21
H -7.923192 -13.560275 21.721722 0.08 0.37 -0.12
H -6.984217 -13.670786 20.267830 -0.17 -0.11 0.35
C -14.427385 -15.476185 21.647593 -1.90 -1.11 -5.31
O -15.295847 -15.485475 20.744933 0.77 -0.23 0.54
N -14.636498 -14.961383 22.777415 -1.85 3.01 6.68
N -13.214680 -15.965276 21.501044 1.76 -1.01 -0.76
H -13.988063 -14.954203 23.551738 0.19 -0.17 -0.31
H -15.553357 -14.637180 23.050047 0.14 -0.13 -0.54
H -12.574536 -15.842550 22.272572 0.50 -0.39 -0.68
H -13.014805 -16.306038 20.571505 0.53 0.04 0.52
O -9.313867 -16.576915 30.460789 0.12 0.03 0.37
H -8.842501 -16.528547 29.629097 0.08 0.11 -0.33
H -10.164222 -16.952866 30.233184 -0.22 -0.15 -0.08

***

43
Properties=species:S:1:pos:R:3:forces:R:3 method="wB97M-V/def2-TZVPD" charge=+1 gap_ev=5.04
N 2.221305 -1.227699 -1.575257 -1.40 5.63 -3.47
C 2.095106 -0.222461 -2.259938 2.50 -2.61 1.10
O 2.386850 0.861169 -3.105649 -1.58 -3.72 2.16
C 2.587844 0.437133 -4.484122 2.55 1.28 -3.05
C 3.734088 1.507149 -4.970410 0.58 -0.01 1.66
O 4.783848 0.835741 -5.724964 0.22 -1.41 0.82
C 4.920932 -0.472014 -5.176979 -0.23 -1.24 0.16
O 5.907407 -1.199976 -5.024633 -3.23 3.33 -1.01
C 3.418166 -0.882706 -4.812024 -0.38 -1.14 0.20
H 1.719181 0.721872 -5.185733 0.75 -1.25 1.73
H 4.289262 1.736472 -3.982711 -1.26 0.50 -1.47
H 3.312138 2.425075 -5.515491 0.98 -1.57 0.72
H 2.924959 -1.395659 -5.714485 0.95 0.88 1.14
H 3.510778 -1.713934 -4.039953 -0.52 1.35 -0.62
C -2.886502 -0.042455 3.875808 0.46 -0.01 0.41
C -2.902227 0.286180 2.354230 -2.78 0.35 3.32
C -3.046850 -1.018250 1.526629 1.01 -0.50 -1.08
C -1.773383 -1.856902 1.476463 0.01 0.23 0.38
C -0.587932 -1.016012 1.020702 -1.30 -0.50 -0.60
C -0.402933 0.271554 1.857552 3.98 0.27 2.17
N -1.671944 1.051170 1.991873 -1.93 -1.26 -9.42
O -1.893200 1.654818 0.854965 1.06 -0.70 5.33
C 0.147448 -0.102179 3.256330 -0.40 -0.19 0.44
C 0.746355 1.105297 1.234357 -0.63 0.51 -0.62
C -4.205780 1.107514 2.159840 0.38 0.48 -0.82
H -2.699023 -1.098834 4.075135 0.11 0.11 -0.06
H -2.138660 0.544609 4.415931 -0.06 -0.13 -0.10
H -3.833398 0.203924 4.358948 0.01 -0.04 -0.34
H -3.331093 -0.771865 0.495105 0.03 0.30 0.16
H -3.862847 -1.627110 1.926927 0.01 0.49 0.32
H -1.572466 -2.302871 2.455870 0.00 0.01 -0.08
H -1.914768 -2.693581 0.786173 0.00 0.09 0.02
H 0.319865 -1.624846 1.064618 0.13 0.50 0.23
H -0.727804 -0.757751 -0.036619 0.05 0.27 0.14
H 0.204897 0.777159 3.904448 0.00 -0.08 -0.09
H 1.158024 -0.510134 3.179867 -0.17 0.14 -0.28
H -0.442394 -0.863651 3.765003 -0.03 0.10 -0.02
H 0.566703 1.344000 0.182074 -0.10 0.02 0.18
H 1.689236 0.555000 1.263098 -0.33 -0.17 0.18
H 0.893798 2.042116 1.780344 -0.07 -0.11 -0.02
H -4.160346 2.053076 2.708461 0.04 -0.12 -0.02
H -5.070570 0.549512 2.528232 0.41 -0.13 0.09
H -4.414072 1.330350 1.109981 0.18 0.03 0.11

***

109
Properties=species:S:1:pos:R:3:forces:R:3 method="wB97M-V/def2-TZVPD" gap_ev="7.73 / 7.62" s2=0.7561 spin_multiplicity=2
Lu 0.214591 -0.226311 0.316157 -1.33 0.78 0.31
C -3.431864 -2.193480 1.286147 0.08 0.05 0.05
C -2.631534 -1.506531 2.343681 0.00 0.00 -0.02
C -2.889776 -1.526921 3.721114 0.02 0.01 -0.01
C -2.014588 -0.618403 4.274621 -0.13 -0.20 -0.04
C -1.854723 -0.239250 5.708655 0.06 0.12 -0.15
N -1.274057 -0.102583 3.270791 -0.07 -0.05 0.30
N -1.626955 -0.673080 2.082605 0.35 0.10 -0.08
B -0.599642 1.283694 3.314269 0.03 -0.10 -0.33
N -1.159417 2.125786 2.142996 -0.10 0.13 0.14
N -1.138032 1.703504 0.849650 0.13 -0.01 0.04
C -1.801084 2.603737 0.128064 0.02 -0.07 0.00
C -1.981012 2.464148 -1.346591 0.10 0.01 0.10
C -2.257265 3.629674 0.964522 0.00 0.01 0.07
C -1.834219 3.289003 2.234666 0.04 0.11 -0.17
C -2.033133 4.038342 3.510366 0.02 -0.13 -0.02
N 0.933540 1.195204 3.247735 0.06 0.17 0.27
N 1.623824 0.707733 2.174944 -0.36 -0.14 -0.03
C 2.921093 0.872760 2.455910 0.07 0.08 0.04
C 4.051186 0.527719 1.546751 -0.05 -0.09 0.00
C 3.063475 1.458315 3.715205 -0.05 -0.03 -0.02
C 1.781480 1.649341 4.188293 0.21 0.02 -0.09
C 1.379653 2.246416 5.496336 -0.11 -0.06 -0.07
H -4.487526 -2.126343 1.548192 -0.02 0.00 -0.02
H -3.181284 -3.251544 1.192940 -0.01 0.02 -0.02
H -3.278649 -1.701562 0.328710 -0.10 -0.04 -0.01
H -3.633900 -2.113227 4.234263 -0.01 0.02 0.01
H -2.400910 -0.943758 6.331643 0.01 0.00 0.03
H -2.236543 0.764566 5.901955 0.01 -0.01 0.03
H -0.801541 -0.258271 5.990059 -0.03 -0.01 0.08
H -0.887026 1.821383 4.333157 -0.01 0.03 0.09
H -1.614797 1.497836 -1.680439 -0.08 0.01 -0.09
H -1.444764 3.251095 -1.878131 -0.02 0.08 0.05
H -3.036166 2.543372 -1.612130 0.00 0.00 -0.01
H -2.832262 4.499199 0.692060 -0.02 -0.01 -0.03
H -2.541128 4.977797 3.303699 -0.01 0.00 0.00
H -1.077601 4.258047 3.987644 -0.03 0.02 0.04
H -2.636154 3.461662 4.212491 0.01 0.04 0.04
H 3.983739 1.073473 0.606407 0.00 -0.02 0.00
H 4.072757 -0.536151 1.324658 0.04 0.05 -0.03
H 4.990656 0.786666 2.031690 -0.01 0.04 0.02
H 3.984726 1.697136 4.219244 0.01 0.02 -0.02
H 2.276351 2.497613 6.058676 0.00 0.00 0.02
H 0.784138 1.547029 6.083020 0.00 0.04 0.04
H 0.789771 3.153267 5.361672 0.00 0.00 0.02
Br -2.470417 -0.394117 -4.013933 -0.50 -0.16 -0.10
C -2.226998 -1.918677 -2.913630 0.22 0.56 0.30
C -2.641287 -3.174031 -3.367685 -0.04 -0.29 0.07
C -2.448858 -4.277490 -2.585962 -0.15 -0.07 -0.26
Br -3.013668 -5.971556 -3.238140 0.00 0.09 0.04
C -1.822612 -4.175380 -1.323700 0.09 0.21 0.14
C -1.602684 -5.250009 -0.437150 0.05 0.00 0.12
C -0.967716 -5.028320 0.753474 -0.04 -0.08 -0.08
C -0.517198 -3.735334 1.055827 0.06 0.18 0.03
N -0.706563 -2.711091 0.260847 -0.04 0.18 -0.23
C -1.379765 -2.898972 -0.901524 0.01 -0.12 -0.15
C -1.601194 -1.717706 -1.691463 -0.20 -0.44 -0.57
O -1.197985 -0.554637 -1.275022 0.08 0.27 0.49
H -3.113407 -3.261420 -4.335693 0.01 0.00 -0.01
H -1.945185 -6.240819 -0.701653 0.01 0.00 -0.04
H -0.789163 -5.834539 1.450688 0.00 0.00 0.01
H 0.011874 -3.538215 1.981541 0.04 -0.01 -0.01
F 1.695567 -1.848109 0.886525 0.10 -0.14 -0.67
As 2.468515 -2.140605 -0.735428 1.79 -0.41 -0.70
F 2.591973 -0.343626 -0.742532 -0.02 -0.78 0.30
F 3.926716 -2.419437 0.127392 -0.28 0.28 0.07
F 3.358427 -2.251511 -2.202333 -0.36 0.13 0.13
F 2.034150 -3.791611 -0.704834 -0.06 0.22 0.16
F 1.018361 -1.768700 -1.638930 0.07 -0.47 1.05
Cl -3.506282 7.032236 -3.604482 -0.11 0.07 -0.02
C -1.836427 6.588525 -3.605034 0.16 -0.10 0.04
C -1.286145 5.980577 -2.495119 -0.09 0.02 0.05
C 0.035279 5.564124 -2.532323 -0.03 -0.04 -0.05
C 0.834384 5.742185 -3.656971 0.16 -0.01 -0.20
C 2.284146 5.275875 -3.758480 0.09 -0.30 0.04
C 2.970724 4.635618 -2.518897 0.02 0.22 -0.28
N 2.244074 3.818211 -1.559025 0.17 -0.04 0.26
C 2.011682 4.200009 -0.255294 -0.12 -0.09 0.12
C 1.397882 3.150922 0.352938 0.23 0.15 -0.08
N 1.281813 2.110147 -0.540677 -0.21 -0.30 0.07
C 1.797720 2.550735 -1.667235 -0.04 -0.29 -0.15
O 2.603092 4.512428 -4.920633 -0.47 0.10 -0.11
C 2.006922 3.226440 -5.134951 0.01 0.14 0.09
C 0.565255 3.216797 -5.572458 0.22 0.26 0.02
C 0.169811 3.419474 -6.861723 -0.27 -0.05 0.18
Cl 1.191113 3.657805 -8.212467 0.03 0.07 -0.06
S -1.541262 3.343016 -7.052934 0.27 0.00 0.03
C -1.743663 3.022702 -5.380212 -0.10 -0.07 -0.09
C -0.557155 2.973862 -4.727749 0.02 0.05 0.09
C 0.274009 6.469629 -4.720903 -0.13 -0.10 0.35
Cl 1.221804 6.991894 -6.064648 0.15 -0.11 -0.16
C -1.053208 6.862704 -4.711496 -0.01 0.03 -0.11
H -1.888212 5.822580 -1.611096 0.01 -0.04 0.01
H 0.428393 5.087832 -1.648240 -0.12 -0.01 -0.10
H 2.867025 6.187657 -3.923444 0.05 -0.08 -0.08
H 3.411746 5.449376 -1.946990 -0.01 -0.05 0.14
H 3.793560 4.042636 -2.920635 0.01 0.07 0.00
H 2.281962 5.174752 0.112336 0.03 0.00 -0.04
H 1.064429 3.085284 1.373143 -0.05 -0.05 0.00
H 1.867666 1.960539 -2.567708 0.01 -0.01 0.10
H 2.130398 2.595964 -4.249326 -0.02 0.03 -0.20
H 2.612756 2.799415 -5.933075 0.03 -0.06 0.06
H -2.732378 2.855729 -4.981967 0.01 0.05 0.03
H -0.476947 2.762132 -3.670542 0.05 0.00 -0.04
H -1.460802 7.399340 -5.556480 -0.01 -0.02 0.00
I 1.038761 -0.395163 -5.803955 0.01 0.03 0.15
C 0.874879 -0.134315 -3.781172 0.19 -0.03 -0.31
H -0.114459 0.095934 -3.407647 0.29 0.08 -0.01
H 1.596080 -0.658286 -3.172657 0.03 0.33 -0.39

***

29
Properties=species:S:1:pos:R:3:forces:R:3 method="wB97M-V/def2-TZVPD" charge=-1 gap_ev=7.97
C -2.440243 -0.597366 0.280380 -0.17 0.49 -0.71
C -2.233051 -1.432472 -1.003859 -1.15 0.36 0.45
O -1.678154 -2.713665 -0.792685 0.32 0.34 0.02
C -0.400247 -2.673738 -0.178477 1.10 -0.60 -0.24
C 0.687361 -1.835676 -0.930191 0.05 0.11 1.11
C 1.106974 -0.512210 -0.180922 -0.84 -0.64 -1.05
C 0.675785 0.713527 -1.018476 1.17 0.66 0.10
C 1.286084 2.083952 -0.552250 -0.21 -0.24 0.39
Ta 1.276402 2.469450 1.728616 -0.09 -0.34 -1.15
H -1.521135 -0.139849 0.665605 -0.21 -0.33 0.13
H -3.087612 0.252216 -0.002830 0.23 -0.20 0.09
H -2.993716 -1.140639 1.056686 0.38 -0.09 -0.15
H -3.235913 -1.611354 -1.424950 0.31 -0.15 0.05
H -1.702279 -0.849633 -1.773158 0.19 -0.18 0.32
H -0.445800 -2.389825 0.887261 -0.21 0.20 -0.33
H -0.048124 -3.718214 -0.182459 -0.36 0.20 -0.01
H 0.317323 -1.636279 -1.944269 0.27 -0.04 0.15
H 1.596518 -2.453422 -0.991171 -0.39 -0.01 -0.25
H 2.189803 -0.511881 -0.001866 -0.25 0.19 -0.17
H 0.633818 -0.550983 0.807621 0.16 0.39 -0.14
H -0.413258 0.826295 -1.094492 0.18 -0.25 0.24
H 1.042642 0.533664 -2.048965 -0.27 -0.08 0.24
H 2.296530 2.234980 -0.975081 -0.30 -0.18 0.14
H 0.654861 2.881349 -0.995490 0.28 -0.08 0.25
H -0.126217 1.253921 2.036713 -0.11 0.21 0.09
H 2.575062 1.142786 2.011363 -0.16 0.05 0.25
H 2.569749 3.762388 1.450100 -0.11 0.26 0.05
H -0.043718 3.786296 1.608306 0.00 -0.03 0.33
H 1.460557 2.826380 3.558940 0.19 -0.02 -0.21

***

Looking at electronic energy for the records above, in order, we have -2616.2584; -957.2383; -13550.4857; -410.7252 Eh.